C20H20ClN3O2S in the gas phase at a distorted geometry, computed with ωB97M-V with the def2-TZVPD basis set.

Geometry as XYZ:
```
47
C20H20ClN3O2S, DFT ωB97M-V with the def2-TZVPD basis set
O 2.396 0.104 -0.087
C 1.353 0.013 -0.707
N 0.811 1.012 -1.237
H -0.136 1.121 -1.511
C 1.525 2.602 -1.193
H 1.403 3.099 -2.005
H 2.269 2.533 -0.630
C 0.696 3.353 -0.067
N 0.331 2.639 1.170
C -0.883 3.224 1.831
C -0.449 4.323 2.884
O 0.738 4.101 3.697
C 1.810 3.725 2.715
C 1.289 2.301 2.101
H 2.311 2.000 1.469
H 0.881 1.682 2.803
H 2.395 3.466 3.510
H 2.060 4.469 2.229
H -1.239 4.626 3.319
H -0.263 5.257 2.117
H -1.590 3.500 1.219
H -1.351 2.458 2.761
H 1.086 4.224 0.206
H -0.516 3.665 -0.437
C 0.799 -1.301 -0.648
C -0.002 -1.563 -1.953
C -0.759 -2.547 -2.125
N -0.940 -3.624 -0.904
C -0.534 -3.053 0.287
C -0.777 -3.985 1.283
C -0.136 -3.817 2.599
C 0.722 -2.545 2.726
C 0.827 -1.759 1.720
C 0.366 -1.867 0.359
H 1.465 -0.762 1.844
H 0.952 -2.539 3.837
H -0.221 -4.421 3.326
H -1.553 -4.861 1.215
C -1.339 -3.112 -3.217
C -2.107 -4.244 -3.317
C -2.665 -4.314 -4.907
C -2.275 -3.231 -5.398
S -1.175 -2.033 -4.652
Cl -2.424 -2.910 -7.311
H -2.962 -5.161 -5.120
H -2.290 -4.993 -2.893
H 0.100 -0.855 -2.907
```

Properties
total charge = 0
energy relative to the best compared isomer or geometry (same formula, charge and spin) = 414.9 kcal per mole
LUMO energy = -0.032 Eh
Kohn-Sham gap = 7.139 eV
energy = -52969.8507 eV
SMILES string = O=C(NCCN1CCOCC1)c1cc(-c2ccc(Cl)s2)nc2ccccc12
2S+1 = 1


A gas-phase ion, C18H37NO5P (charge +1) at a distorted geometry, computed with ωB97M-V with the def2-TZVPD basis set.

Geometry as XYZ:
```
62
C18H37NO5P, DFT ωB97M-V with the def2-TZVPD basis set
C -1.424 1.408 6.363
C -1.266 -0.238 6.123
O -0.097 -0.830 5.807
O -2.550 -1.002 6.264
C -3.344 -0.735 5.037
C -2.599 -1.540 3.817
C -1.913 -0.553 2.702
C -1.235 -1.508 1.536
C 0.338 -1.063 1.173
C 0.511 0.402 0.548
N 0.367 0.654 -0.925
C 0.294 2.190 -0.962
C 1.085 2.988 -2.112
C 0.218 3.248 -3.521
C 0.831 2.452 -4.817
O 0.118 2.996 -6.020
C -1.168 2.249 -6.204
O -2.373 2.848 -6.099
C 1.387 0.040 -1.837
C 1.345 -1.588 -2.020
C 2.798 -2.339 -1.671
C 2.391 -3.945 -1.443
C 3.489 -1.849 -0.277
P -1.249 0.150 -1.598
O -1.368 0.484 -3.171
H -1.267 1.889 5.297
H -0.665 1.816 7.158
H -2.547 1.648 6.671
H -3.532 0.401 4.826
H -4.400 -1.239 5.184
H -3.363 -2.239 3.224
H -1.756 -2.245 4.221
H -1.172 0.248 3.138
H -2.792 0.035 2.167
H -1.119 -2.583 2.042
H -1.900 -1.669 0.592
H 0.835 -1.007 2.263
H 0.878 -1.964 0.671
H -0.328 1.067 1.081
H 1.577 0.835 0.867
H -0.856 2.505 -1.027
H 0.666 2.681 0.063
H 2.198 2.623 -2.345
H 1.251 4.098 -1.696
H -0.946 3.052 -3.347
H 0.280 4.409 -3.794
H 0.591 1.288 -4.830
H 1.974 2.696 -4.899
H -1.196 1.084 -6.442
H 2.450 0.440 -1.465
H 1.326 0.426 -2.968
H 1.168 -1.878 -3.168
H 0.492 -2.143 -1.446
H 3.489 -2.303 -2.616
H 2.282 -4.537 -2.446
H 3.184 -4.486 -0.733
H 1.353 -4.060 -0.867
H 3.035 -0.888 0.210
H 3.352 -2.718 0.530
H 4.663 -1.780 -0.464
H -1.492 -1.264 -1.500
H -2.301 0.842 -0.849
```

Properties
total charge = +1
LUMO energy = -0.114 Eh
Kohn-Sham gap = 9.522 eV
energy = -40264.2226 eV
SMILES string = CC(=O)OCCCCCC[N@@+](CCCCOC=O)(CCC(C)C)[PH2]=O
2S+1 = 1


C5H3N5 in the gas phase at a distorted geometry, computed with ωB97M-V with the def2-TZVPD basis set.

Geometry as XYZ:
```
13
C5H3N5, DFT ωB97M-V with the def2-TZVPD basis set
C -2.456 0.546 2.880
C -0.864 1.205 1.135
C -0.334 -0.888 -0.401
C -1.839 -1.039 1.242
C -1.716 0.259 1.734
N -2.972 0.817 3.855
N -0.220 2.043 0.695
N -1.221 -1.485 0.167
N 1.390 0.361 -1.408
N 0.808 -0.646 -0.737
H -2.461 -1.861 1.618
H 2.186 -0.071 -1.837
H 1.419 1.140 -0.772
```

Properties
total charge = 0
energy relative to the best compared isomer or geometry (same formula, charge and spin) = 54.8 kcal per mole
LUMO energy = -0.038 Eh
Kohn-Sham gap = 8.043 eV
energy = -12680.1540 eV
2S+1 = 1


2 unconnected molecules or ions with the total composition C3H5Cl5 at a distorted geometry, computed with ωB97M-V with the def2-TZVPD basis set.

Geometry as XYZ:
```
13
C3H5Cl5, DFT ωB97M-V with the def2-TZVPD basis set
Cl -0.508 0.432 0.281
C -0.756 -0.076 -1.391
C -2.149 0.270 -1.938
Cl -2.348 2.025 -1.986
H -0.593 -1.151 -1.412
H -0.064 0.417 -2.072
H -2.928 -0.232 -1.365
H -2.209 -0.185 -2.928
C 2.262 -0.226 2.488
Cl 3.075 0.784 3.713
Cl 1.084 -1.330 3.214
Cl 3.438 -1.135 1.576
H 1.697 0.408 1.821
```

Properties
total charge = 0
energy relative to the best compared isomer or geometry (same formula, charge and spin) = 1.0 kcal per mole
LUMO energy = 0.024 Eh
Kohn-Sham gap = 11.663 eV
energy = -65804.2319 eV
SMILES string = ClC(Cl)Cl.ClCCCl
2S+1 = 1